1.
The following is a quantum chemistry calculation of a single C3H4O3S2 molecule in a non-equilibrium geometry, from the OMol25 dataset.

ORCA input file:
```
! wB97M-V def2-TZVPD RIJCOSX def2/J DEFGRID3
* xyz 0 1
S 1.438 -2.060 0.641
S 1.341 1.219 1.851
O 0.208 -1.539 -1.605
O -0.122 2.272 -0.087
O -1.413 0.297 -0.896
C 0.423 -1.247 -0.368
C 0.231 1.265 0.506
C -0.512 -0.038 0.119
H -1.140 -0.346 1.017
H -1.382 1.290 -1.033
H 1.463 -0.161 1.808
H -0.534 -0.952 -1.952
*
```

The total energy is -1138.79691 hartree. As for the HOMO-LUMO gap: 9.201 eV. The SMILES is O=C(S)[C@@H](O)C(O)=S. Its LUMO energy is -0.2 eV.



2.
The following is a quantum chemistry calculation of 2 unconnected molecules or ions with the total composition C3H4O4 in a non-equilibrium geometry, from the OMol25 dataset.

ORCA input file:
```
! wB97M-V def2-TZVPD RIJCOSX def2/J DEFGRID3
* xyz 0 1
O 0.505 -0.267 1.939
O -0.432 -2.492 0.140
O 0.822 1.806 0.076
O -0.540 -0.733 -1.288
C -0.372 -0.334 1.063
C -0.402 -1.117 -0.150
C 0.050 2.193 -0.741
H -0.130 1.709 -1.832
H 1.357 -0.835 1.784
H -0.400 3.193 -0.425
H -0.457 -3.123 -0.565
*
```

The total energy is -417.52187 hartree. As for the HOMO-LUMO gap: 8.860 eV. Its LUMO energy is 0.1 eV.



3.
The following is a quantum chemistry calculation of a molecular structure, C3H4O4Y in a non-equilibrium geometry, from the OMol25 dataset.

ORCA input file:
```
! wB97M-V def2-TZVPD RIJCOSX def2/J DEFGRID3
* xyz 3 1
Y -2.036 -3.930 -0.255
O 1.516 1.983 0.561
O -0.418 -0.439 -0.620
O -0.025 -0.334 1.545
O -0.892 -2.169 0.648
C 1.166 1.382 -0.435
C -0.441 -1.024 0.534
C -0.263 0.978 -0.711
H -0.536 1.244 -1.739
H 0.964 -0.171 1.650
H 1.899 0.991 -1.170
H -0.936 1.489 -0.008
*
```

The total energy is -454.65510 hartree. As for the HOMO-LUMO gap (spin up / spin down): 11.172 / 2.503 eV. Its LUMO energy (spin up / spin down) is -13.7 / -16.8 eV.



4.
The following is a quantum chemistry calculation of a single C3H4O5 molecule in a non-equilibrium geometry, from the OMol25 dataset.

ORCA input file:
```
! wB97M-V def2-TZVPD RIJCOSX def2/J DEFGRID3
* xyz 0 1
O 1.521 -0.678 1.499
O -1.846 0.075 -2.147
O -0.410 1.183 -0.848
O -1.488 -0.604 -0.003
O 1.214 -0.966 -0.708
C -1.259 0.196 -1.122
C 0.373 1.034 0.326
C 1.036 -0.341 0.306
H -0.238 1.134 1.227
H 2.023 -1.508 1.438
H -2.064 -1.339 -0.255
H 1.137 1.813 0.286
*
```

The total energy is -492.94966 hartree. As for the HOMO-LUMO gap: 11.473 eV. The SMILES is O=C(O)COC(=O)O. Its LUMO energy is 0.5 eV.



5.
The following is a quantum chemistry calculation of a single C3H4OS molecule in a non-equilibrium geometry, from the OMol25 dataset.

ORCA input file:
```
! wB97M-V def2-TZVPD RIJCOSX def2/J DEFGRID3
* xyz 0 1
S -2.478 0.613 0.157
O -0.393 -2.195 0.194
C -0.618 -0.991 0.045
C 0.239 0.081 0.555
C -1.809 -0.528 -0.733
H -2.367 -1.142 -1.405
H -0.424 0.994 0.635
H 0.569 -0.356 1.562
H 1.105 0.490 0.003
*
```

The total energy is -590.06049 hartree. As for the HOMO-LUMO gap: 7.660 eV. The SMILES is CC(=O)C=S. Its LUMO energy is -1.3 eV.



6.
The following is a quantum chemistry calculation of a single C3H4OS molecule in a non-equilibrium geometry, from the OMol25 dataset.

ORCA input file:
```
! wB97M-V def2-TZVPD RIJCOSX def2/J DEFGRID3
* xyz 0 1
S -1.976 0.951 -0.021
O 0.058 -1.691 0.102
C -0.007 -0.503 -0.125
C 1.073 0.409 0.475
C -1.225 -0.184 -0.864
H 0.578 0.835 1.264
H -1.783 -0.774 -1.573
H 1.741 -0.211 0.957
H 1.541 1.168 -0.216
*
```

The total energy is -590.07008 hartree. As for the HOMO-LUMO gap: 8.159 eV. The SMILES is CC(=O)C=S. Its LUMO energy is -1.0 eV.